No. 1
Formula: C45H51AsClN5PRbS2Te
Source: OMol25
Level of theory: wB97M-V/def2-TZVPD

```
108
Properties=species:S:1:pos:R:3
Rb 0.15 -0.39 0.49
Cl -2.70 1.41 -0.70
C -4.35 0.75 -0.63
C -5.41 1.70 -0.80
C -6.75 1.32 -0.78
C -7.02 -0.03 -0.51
C -6.00 -0.96 -0.30
C -4.64 -0.60 -0.50
P -3.24 -1.68 -0.79
C -3.99 -3.32 -0.47
C -4.39 -3.69 0.82
C -5.22 -4.75 1.00
C -5.50 -5.66 0.04
C -4.97 -5.37 -1.23
C -4.21 -4.25 -1.52
C -3.19 -1.56 -2.57
C -1.94 -1.89 -3.13
C -1.74 -1.81 -4.48
C -2.79 -1.41 -5.34
C -3.95 -0.98 -4.75
C -4.22 -1.20 -3.41
H -5.14 2.71 -1.00
H -7.50 2.07 -0.83
H -8.07 -0.37 -0.54
H -6.27 -1.98 -0.01
H -4.12 -3.03 1.59
H -5.69 -4.91 2.00
H -6.18 -6.50 0.23
H -5.19 -6.01 -2.08
H -3.88 -4.02 -2.55
H -1.16 -2.32 -2.54
H -0.78 -2.08 -4.94
H -2.58 -1.33 -6.43
H -4.73 -0.59 -5.39
H -5.24 -1.16 -3.06
N 3.18 -1.09 -0.59
N 3.71 -0.96 -1.92
H 3.88 -0.70 0.02
H 3.08 -2.36 -0.38
H 3.35 -0.02 -2.23
H 4.70 -0.97 -2.08
C 0.19 5.76 1.31
As 1.68 4.82 0.38
C 2.73 6.33 -0.29
C 2.69 4.38 2.05
C 4.11 4.82 2.01
C 4.55 5.98 2.72
C 5.79 6.59 2.46
C 6.67 6.07 1.56
C 6.29 4.86 0.89
C 5.04 4.27 1.14
H 0.62 6.24 2.20
H -0.50 4.91 1.52
H -0.34 6.44 0.61
H 3.04 7.06 0.49
H 2.15 6.82 -1.08
H 3.61 5.99 -0.84
H 2.55 3.30 2.16
H 2.21 4.76 2.94
H 3.90 6.33 3.50
H 5.99 7.50 3.05
H 7.63 6.53 1.31
H 7.08 4.50 0.20
H 4.88 3.36 0.60
C -0.87 -0.22 6.77
C -0.49 1.01 6.01
C -0.06 2.14 6.72
C 0.50 3.18 6.01
N 0.47 3.21 4.67
C -0.08 2.11 4.07
S -0.39 2.32 2.39
N -0.50 1.01 4.69
H -0.84 -0.02 7.84
H -0.10 -1.02 6.60
H -1.83 -0.60 6.43
H -0.10 2.12 7.81
H 0.97 4.02 6.55
Te -0.04 1.63 -4.62
C 0.39 1.20 -6.58
C 0.31 2.14 -7.57
C 0.83 1.77 -8.87
C 1.31 0.48 -8.81
S 1.20 -0.19 -7.20
H -0.03 3.16 -7.38
H 0.83 2.42 -9.71
H 1.73 -0.19 -9.53
C 0.37 -3.70 1.98
N 1.52 -2.86 2.34
C 1.43 -2.17 3.64
C 2.76 -3.57 2.10
C 2.91 -4.31 0.77
C 2.79 -5.69 0.63
C 2.74 -6.23 -0.67
C 2.68 -5.42 -1.77
C 2.90 -4.07 -1.67
C 3.02 -3.57 -0.38
H 0.36 -4.55 2.62
H 0.55 -4.04 0.95
H -0.57 -3.13 2.06
H 2.22 -2.43 4.34
H 0.41 -2.32 4.07
H 1.46 -1.11 3.54
H 2.91 -4.23 2.94
H 3.60 -2.85 2.17
H 2.78 -6.37 1.47
H 2.64 -7.31 -0.76
H 2.40 -5.96 -2.66
H 3.00 -3.40 -2.55
```

For the electronic energy, the calculation gives -167207.7208 eV. The value obtained for the HOMO energy is -0.0211 Ha. Its total charge is -2. For the maximum force, the calculation gives 3.5 eV Å⁻¹. The energy above the lowest of the compared OMol25 structures with the same formula, charge and spin comes out at 132.00 kJ/mol.

No. 2
Formula: CH3PSi
Source: OMol25
Level of theory: wB97M-V/def2-TZVPD

```
6
Properties=species:S:1:pos:R:3
C -0.20 0.88 0.90
Si 0.27 -0.03 -0.62
P -1.69 0.92 0.03
H -0.13 1.37 1.82
H 1.46 -0.09 -1.73
H 0.29 -3.05 -0.39
```

For the electronic energy, the calculation gives -18245.2080 eV. The value obtained for the HOMO energy is -0.2789 Ha. Its total charge is 0. For the maximum force, the calculation gives 2.6 eV Å⁻¹. The energy above the lowest of the compared OMol25 structures with the same formula, charge and spin comes out at 430.21 kJ/mol.

No. 3
Formula: C35H30BrGeN3ORuTe
Source: OMol25
Level of theory: wB97M-V/def2-TZVPD

```
73
Properties=species:S:1:pos:R:3
Ru -1.53 -0.52 1.94
Br 8.78 3.78 0.73
C 7.01 4.12 0.26
C 6.17 3.04 -0.05
C 4.86 3.28 -0.40
C 4.41 4.61 -0.43
C 5.26 5.69 -0.14
C 6.56 5.44 0.21
N 3.12 4.94 -0.80
N 2.17 4.29 -1.08
C 1.46 3.13 -0.85
C 0.83 2.54 -1.93
C 0.00 1.43 -1.75
C -0.25 0.96 -0.49
O -1.10 -0.06 -0.24
C 0.38 1.56 0.64
N 0.09 1.04 1.87
C 0.65 1.59 2.94
C 1.50 2.69 2.87
C 1.79 3.24 1.65
C 1.24 2.66 0.49
H 6.56 2.04 -0.02
H 4.21 2.46 -0.67
H 4.87 6.70 -0.21
H 7.23 6.25 0.45
H 0.99 2.95 -2.92
H -0.47 0.97 -2.61
H 0.40 1.15 3.90
H 1.91 3.11 3.78
H 2.44 4.10 1.59
C -4.71 -1.29 4.01
Te -3.94 0.40 2.96
C -5.09 0.10 1.19
H -5.71 -1.03 4.33
H -4.07 -1.47 4.87
H -4.72 -2.15 3.35
H -4.92 -0.89 0.79
H -4.80 0.86 0.47
H -6.14 0.23 1.46
C -0.48 -3.31 3.63
C 0.64 -2.96 2.89
C 0.51 -2.59 1.55
C -0.74 -2.59 0.92
C -1.87 -2.95 1.68
C -1.73 -3.31 3.03
Ge -1.01 -1.88 -0.90
C 0.42 -1.93 -2.16
C 0.11 -2.33 -3.46
C 1.11 -2.40 -4.42
C 2.41 -2.09 -4.09
C 2.73 -1.68 -2.79
C 1.74 -1.61 -1.83
C -2.81 -2.16 -1.49
C -3.36 -3.44 -1.47
C -4.64 -3.66 -1.95
C -5.38 -2.59 -2.45
C -4.84 -1.32 -2.48
C -3.56 -1.09 -2.00
H -0.37 -3.61 4.67
H 1.62 -2.98 3.35
H 1.40 -2.33 0.99
H -2.84 -3.02 1.21
H -2.60 -3.63 3.60
H -0.91 -2.58 -3.73
H 0.87 -2.72 -5.43
H 3.20 -2.16 -4.83
H 3.76 -1.45 -2.54
H 2.00 -1.29 -0.83
H -2.79 -4.29 -1.10
H -5.07 -4.65 -1.94
H -6.38 -2.77 -2.83
H -5.42 -0.49 -2.88
H -3.14 -0.09 -2.04
```

For the electronic energy, the calculation gives -179705.0463 eV. The value obtained for the HOMO energy (alpha / beta) is -0.5834 / -0.5923 Ha. Its total charge is +3. Its spin multiplicity is 6. For the maximum force, the calculation gives 0.1 eV Å⁻¹. The energy above the lowest of the compared OMol25 structures with the same formula, charge and spin comes out at 12.13 kJ/mol.

No. 4
Formula: C59H44N7OS3Ti
Source: OMol25
Level of theory: wB97M-V/def2-TZVPD

```
115
Properties=species:S:1:pos:R:3
Ti 0.30 -0.19 -0.15
C -0.67 -1.38 7.33
C -1.83 -1.04 6.65
C -1.80 -0.85 5.28
C -0.61 -1.00 4.56
C 0.54 -1.35 5.26
C 0.51 -1.54 6.63
C -0.54 -0.78 3.10
C -0.84 0.50 2.58
C -1.35 1.59 3.34
C -1.29 2.70 2.54
C -0.76 2.28 1.29
C -0.32 3.15 0.28
C -0.44 4.61 0.53
C -1.69 5.22 0.52
C -1.82 6.58 0.75
C -0.70 7.35 1.00
C 0.55 6.76 1.02
C 0.68 5.40 0.78
C 0.25 2.73 -0.91
N 0.21 1.42 -1.37
C 0.68 1.45 -2.66
C 0.59 0.39 -3.55
C 1.07 0.52 -4.94
C 0.76 1.62 -5.74
C 1.33 1.79 -6.99
C 2.21 0.84 -7.50
C 2.47 -0.30 -6.74
C 1.92 -0.45 -5.48
C 0.06 -0.87 -3.14
C -0.40 -1.89 -4.01
C -0.74 -2.97 -3.23
C -0.46 -2.60 -1.89
N -0.04 -1.29 -1.84
C -0.43 -3.50 -0.81
C -0.16 -3.13 0.49
C -0.12 -4.01 1.63
C -0.10 -3.23 2.74
C -0.16 -1.86 2.30
N -0.12 -1.82 0.93
C -0.77 -4.92 -1.07
C -2.10 -5.28 -1.25
C -2.44 -6.60 -1.53
C -1.45 -7.57 -1.62
C -0.13 -7.22 -1.43
C 0.22 -5.90 -1.15
C 1.12 2.79 -2.98
C 0.82 3.58 -1.91
N -0.55 0.92 1.31
H -0.69 -1.52 8.41
H -2.76 -0.92 7.19
H -2.71 -0.62 4.74
H 1.47 -1.45 4.71
H 1.42 -1.81 7.16
H -1.66 1.54 4.37
H -1.55 3.72 2.79
H -2.57 4.61 0.32
H -2.80 7.03 0.73
H -0.80 8.41 1.18
H 1.43 7.35 1.22
H 1.66 4.93 0.81
H 0.04 2.35 -5.39
H 1.10 2.67 -7.58
H 2.67 0.97 -8.46
H 3.13 -1.06 -7.14
H 2.15 -1.32 -4.89
H -0.48 -1.80 -5.09
H -1.11 -3.92 -3.55
H -0.11 -5.09 1.57
H -0.10 -3.54 3.77
H -2.87 -4.52 -1.16
H -3.48 -6.86 -1.67
H -1.72 -8.59 -1.86
H 0.65 -7.97 -1.50
H 1.25 -5.62 -1.01
H 1.60 3.09 -3.89
H 0.99 4.64 -1.81
C 4.78 -2.36 -2.88
S 3.07 -2.08 -2.33
C 3.32 -1.26 -0.75
S 4.73 -1.51 0.11
N 2.24 -0.57 -0.42
N 2.05 0.13 0.72
C 3.02 0.74 1.33
C 2.96 1.36 2.63
C 4.16 1.80 3.21
C 4.14 2.37 4.46
C 2.93 2.49 5.13
C 1.79 2.02 4.48
N 1.79 1.47 3.28
H 4.80 -2.23 -3.96
H 5.11 -3.35 -2.60
H 5.41 -1.61 -2.40
H 4.00 0.73 0.87
H 5.09 1.67 2.67
H 5.06 2.72 4.92
H 2.86 2.92 6.12
H 0.82 2.08 4.96
C -4.36 -0.31 1.70
S -2.85 -0.95 0.86
O -3.25 -2.28 0.34
C -3.04 0.15 -0.58
C -3.01 -0.46 -1.82
C -3.14 0.30 -2.98
C -3.31 1.67 -2.87
C -3.38 2.27 -1.63
C -3.24 1.52 -0.47
H -5.16 -0.12 0.99
H -4.09 0.59 2.24
H -4.65 -1.10 2.39
H -2.92 -1.54 -1.86
H -3.11 -0.18 -3.95
H -3.41 2.28 -3.77
H -3.55 3.34 -1.55
H -3.30 1.99 0.50
```

For the electronic energy, the calculation gives -130000.3559 eV. The value obtained for the HOMO energy (alpha / beta) is -0.0913 / -0.1440 Ha. Its total charge is -1. Its spin multiplicity is 3. For the maximum force, the calculation gives 2.8 eV Å⁻¹. The energy above the lowest of the compared OMol25 structures with the same formula, charge and spin comes out at 44.86 kJ/mol.

No. 5
Formula: C3H2F4
Source: OMol25
Level of theory: wB97M-V/def2-TZVPD

```
9
Properties=species:S:1:pos:R:3
C 0.92 -0.99 -0.80
C 0.71 -0.22 0.29
F 1.33 -0.18 1.42
C -0.93 0.73 0.35
F -1.85 0.26 1.20
F -1.47 0.77 -0.86
F -0.64 2.00 0.72
H 1.84 -1.41 -0.86
H 0.09 -0.96 -1.46
```

For the electronic energy, the calculation gives -14011.3662 eV. The value obtained for the HOMO energy is -0.3883 Ha. Its total charge is 0. For the maximum force, the calculation gives 5.3 eV Å⁻¹. As for the SMILES: C=C(F)C(F)(F)F. The energy above the lowest of the compared OMol25 structures with the same formula, charge and spin comes out at 154.28 kJ/mol.

No. 6
Formula: C31H25MgN6O2
Source: OMol25
Level of theory: wB97M-V/def2-TZVPD

```
65
Properties=species:S:1:pos:R:3
Mg -0.65 -0.22 -0.77
C -1.84 -4.00 1.03
C -1.55 -3.77 2.37
C -1.45 -2.47 2.82
C -1.63 -1.40 1.93
N -1.83 -1.63 0.61
C -1.95 -2.90 0.20
N -1.65 -0.13 2.50
C -1.64 0.97 1.83
N -1.52 1.20 0.48
C -1.48 2.54 0.27
N -1.32 3.22 -0.82
C -1.27 2.64 -2.08
C -1.12 3.53 -3.16
C -1.18 3.06 -4.45
C -1.41 1.70 -4.67
C -1.50 0.88 -3.57
N -1.40 1.31 -2.30
C -1.63 3.26 1.58
C -1.68 4.60 1.90
C -1.83 4.93 3.24
C -1.92 3.94 4.22
C -1.88 2.59 3.88
C -1.73 2.28 2.54
H -1.95 -5.00 0.63
H -1.40 -4.60 3.05
H -1.24 -2.24 3.86
H -2.12 -3.03 -0.87
H -0.97 4.57 -2.93
H -1.08 3.74 -5.29
H -1.50 1.29 -5.67
H -1.65 -0.19 -3.70
H -1.59 5.35 1.13
H -1.87 5.97 3.54
H -2.03 4.23 5.26
H -1.94 1.81 4.63
N 1.64 0.19 -2.65
C 1.79 -0.74 -3.78
C 1.21 -2.12 -3.49
C -0.28 -2.11 -3.18
O -1.08 -2.48 -4.04
O -0.60 -1.60 -2.04
H 2.10 1.07 -2.84
H 2.02 -0.19 -1.79
H 2.83 -0.87 -4.09
H 1.26 -0.31 -4.64
H 1.73 -2.56 -2.63
H 1.37 -2.75 -4.36
C 3.14 -3.68 1.96
C 2.15 -3.79 0.95
C 1.54 -2.66 0.47
C 1.87 -1.36 0.95
C 1.19 -0.20 0.42
C 1.64 1.01 0.93
C 2.64 1.13 1.93
C 3.24 0.01 2.45
C 2.87 -1.27 1.96
C 3.48 -2.45 2.45
H 3.62 -4.58 2.34
H 1.87 -4.76 0.57
H 0.79 -2.73 -0.31
H 1.21 1.94 0.56
H 2.92 2.11 2.29
H 3.99 0.09 3.23
H 4.25 -2.36 3.22
```

For the electronic energy, the calculation gives -51039.9599 eV. The value obtained for the HOMO energy is -0.1758 Ha. Its total charge is -1. For the maximum force, the calculation gives 1.3 eV Å⁻¹. The energy above the lowest of the compared OMol25 structures with the same formula, charge and spin comes out at 0.00 kJ/mol.

No. 7
Formula: C37H58B2N10O2S
Source: OMol25
Level of theory: wB97M-V/def2-TZVPD

```
110
Properties=species:S:1:pos:R:3
C 4.06 -2.49 0.96
C 2.68 -3.43 0.97
N 1.93 -3.37 -0.35
B 0.76 -2.38 -0.25
C -0.75 -2.75 0.31
C -1.08 -4.35 0.38
C -2.65 -4.52 -0.16
C -3.75 -3.75 0.78
C -4.28 -2.32 0.20
C -4.53 -1.19 1.41
C -3.15 -0.36 1.76
S -2.50 -0.82 3.49
C -1.16 0.51 3.80
N -1.30 1.92 4.33
N 0.04 2.37 4.26
C 1.04 1.33 3.73
O 0.22 0.13 3.45
B 0.98 -0.78 -0.71
O 1.32 0.18 0.36
N 0.78 -0.36 -2.16
C -0.54 0.42 -2.17
C 1.94 0.50 -2.64
H 4.04 -1.74 0.04
H 5.00 -3.20 0.85
H 4.11 -1.86 1.96
H 2.00 -3.15 1.90
H 3.01 -4.56 1.16
H 2.59 -2.96 -1.06
H -1.51 -2.28 -0.48
H -0.96 -2.23 1.33
H -1.13 -4.63 1.54
H -0.32 -5.02 -0.20
H -2.91 -5.67 -0.22
H -2.63 -4.07 -1.27
H -4.69 -4.47 0.85
H -3.37 -3.63 1.90
H -5.37 -2.50 -0.26
H -3.65 -1.88 -0.70
H -4.87 -1.71 2.41
H -5.33 -0.41 1.05
H -2.33 -0.53 0.92
H -3.36 0.82 1.74
H 2.20 1.48 3.56
H 1.42 -0.38 1.19
H -1.39 -0.16 -1.56
H -0.44 1.48 -1.68
H -0.89 0.49 -3.31
H 2.52 -0.15 -3.45
H 2.72 0.75 -1.79
H 1.51 1.50 -3.07
C 6.40 0.44 -4.51
C 6.87 1.72 -4.89
C 6.32 2.64 -4.04
N 5.52 1.96 -3.15
C 5.57 0.62 -3.43
H 6.64 -0.51 -4.97
H 7.55 1.94 -5.71
H 6.42 3.72 -3.98
H 4.98 2.39 -2.40
H 5.01 -0.09 -2.83
C 2.52 -9.24 -0.72
C 3.55 -8.85 0.16
C 3.57 -7.47 0.20
N 2.58 -7.02 -0.64
C 1.93 -8.09 -1.20
H 2.23 -10.25 -0.97
H 4.22 -9.50 0.72
H 4.20 -6.78 0.74
H 2.37 -6.04 -0.82
H 1.11 -7.94 -1.88
C -2.28 4.51 9.06
C -1.93 3.48 8.16
C -1.65 4.08 6.95
N -1.82 5.43 7.09
C -2.19 5.71 8.38
H -2.55 4.40 10.10
H -1.89 2.42 8.36
H -1.35 3.66 6.00
H -1.68 6.12 6.36
H -2.37 6.73 8.70
C 2.62 0.39 -6.73
C 2.83 1.68 -6.18
C 1.80 2.49 -6.62
N 0.98 1.73 -7.42
C 1.47 0.45 -7.49
H 3.24 -0.48 -6.59
H 3.64 1.99 -5.53
H 1.58 3.53 -6.43
H 0.15 2.07 -7.89
H 0.96 -0.30 -8.07
C -5.46 9.68 10.72
C -4.71 10.09 9.59
C -3.53 9.39 9.60
N -3.53 8.58 10.70
C -4.70 8.74 11.39
H -6.44 10.03 11.01
H -5.01 10.82 8.84
H -2.68 9.41 8.92
H -2.77 7.96 10.97
H -4.90 8.18 12.29
C -3.23 -0.93 -9.04
C -2.61 -0.05 -9.95
C -1.36 -0.56 -10.23
N -1.21 -1.71 -9.51
C -2.34 -1.95 -8.78
H -4.22 -0.83 -8.61
H -3.03 0.86 -10.37
H -0.57 -0.20 -10.87
H -0.38 -2.30 -9.51
H -2.42 -2.82 -8.15
```

For the electronic energy, the calculation gives -70483.4284 eV. The value obtained for the HOMO energy is -0.2925 Ha. Its total charge is 0. For the maximum force, the calculation gives 8.6 eV Å⁻¹. As for the SMILES: CCNB(CCCCCCCSc1nnco1)B(O)N(C)C.c1cc[nH]c1.c1cc[nH]c1.c1cc[nH]c1.c1cc[nH]c1.c1cc[nH]c1.c1cc[nH]c1. The energy above the lowest of the compared OMol25 structures with the same formula, charge and spin comes out at 876.87 kJ/mol.

Which formula does entry 5 have? C3H2F4